Record 1
Density functional theory data (the ωB97M-V functional and the def2-TZVPD basis) for an isolated molecule of C5H9N3 at a distorted geometry.

Properties
HOMO-LUMO gap (alpha / beta) = 6.79 / 7.50 eV
HOMO energy (alpha / beta) = -5.855 / -9.080 eV
relative energy (zero: lowest compared OMol25 entry of this formula, charge and spin) = 65.7 kcal per mole
largest force on an atom = 4.553 eV/A
E_LUMO (alpha / beta) = 0.94 / -1.58 eV
E_tot = -9793.3156 eV
2S+1 = 3
expectation value of S² = 2.03

```
17
C5H9N3 (the ωB97M-V functional and the def2-TZVPD basis)
C 0.539 -0.835 0.643
H -1.902 0.999 -1.493
C 2.719 -0.245 -0.446
C -2.987 -0.325 -0.367
H -1.374 0.829 1.660
H -3.524 -0.650 -1.201
H 3.250 0.630 -0.531
H -3.260 -0.770 0.696
H 3.340 -0.897 0.081
C -1.037 0.822 0.615
C -2.025 0.602 -0.437
N -0.050 1.694 0.210
H 0.548 -1.699 -0.001
H 2.503 -0.818 -1.443
N 1.132 1.402 -0.033
H 0.642 -0.903 1.840
N 1.486 0.163 0.204
```

Here are the natural (NBO) charges for atoms 1 to 6, given in e: atom 1 (C): -0.1657, atom 2 (H): 0.2115, atom 3 (C): -0.3990, atom 4 (C): -0.3935, atom 5 (H): 0.2104, atom 6 (H): 0.1936

Record 2
Density functional theory data (the ωB97M-V functional and the def2-TZVPD basis) for an isolated molecule of C3H2BrNOS at a distorted geometry.

Properties
HOMO-LUMO gap (alpha / beta) = 7.00 / 6.87 eV
HOMO energy (alpha / beta) = -8.217 / -8.212 eV
relative energy (zero: lowest compared OMol25 entry of this formula, charge and spin) = 68.2 kcal per mole
largest force on an atom = 1.181 eV/A
E_LUMO (alpha / beta) = -1.22 / -1.35 eV
E_tot = -87554.8734 eV

```
9
C3H2BrNOS (the ωB97M-V functional and the def2-TZVPD basis)
C 1.797 0.825 0.640
C -1.088 -0.347 -0.134
N 0.714 1.097 0.167
H -2.136 -0.506 -0.319
O -0.899 -2.896 -0.160
S -0.084 -1.689 -0.012
C -0.556 0.939 0.029
Br 3.425 0.752 -0.218
H -1.173 1.824 0.008
```

Here are the natural (NBO) charges for atoms 1 to 6, given in e: atom 1 (C): 0.1149, atom 2 (C): -0.5328, atom 3 (N): -0.3647, atom 4 (H): 0.2528, atom 5 (O): -0.8763, atom 6 (S): 1.1000

Record 3
Density functional theory data (the ωB97M-V functional and the def2-TZVPD basis) for C36H49MnN5P2Si as an isolated structure at a distorted geometry.

Properties
HOMO-LUMO gap (alpha / beta) = 4.36 / 2.33 eV
HOMO energy (alpha / beta) = -5.463 / -4.804 eV
relative energy (zero: lowest compared OMol25 entry of this formula, charge and spin) = 174.0 kcal per mole
largest force on an atom = 5.827 eV/A
E_LUMO (alpha / beta) = -1.10 / -2.47 eV
E_tot = -103343.3225 eV
2S+1 = 6
expectation value of S² = 8.84

```
94
C36H49MnN5P2Si (the ωB97M-V functional and the def2-TZVPD basis)
H -3.877 -5.620 -0.223
H -0.978 2.770 3.443
H 0.451 4.365 -0.752
C 0.724 -4.711 2.056
C 1.890 3.568 0.623
C -0.871 2.094 -1.385
H -1.306 -1.976 -3.381
C 1.533 -0.123 -4.009
C 2.832 0.355 1.760
H -2.418 2.201 0.148
H -4.766 -1.462 -1.018
H -2.725 -1.011 2.679
H -2.623 -0.801 0.065
H -1.231 -4.111 4.902
C 2.263 2.399 -1.982
C -3.153 0.714 -3.002
H 4.529 4.016 -0.429
H 1.605 1.522 0.116
H 1.754 5.476 -0.442
H 0.517 -1.352 4.017
P -0.927 0.716 1.212
H 1.753 -2.262 0.192
H 1.522 -4.923 2.785
C -1.604 1.916 3.654
H -1.672 -4.977 0.743
H 1.666 2.123 -2.844
C -2.362 1.587 4.765
C 1.550 4.388 -0.589
H 2.092 -2.336 -1.576
C 1.024 1.149 -5.810
H 1.833 -2.168 3.194
C 4.365 3.084 0.118
H 3.292 2.776 1.959
N -1.087 -2.418 1.454
C -2.102 -1.261 -3.446
H 0.044 2.688 -1.536
H 3.048 -0.286 3.865
H 1.194 -4.421 1.105
N -1.739 0.901 2.699
N -1.985 -0.025 -2.791
C -2.546 -0.110 3.257
N 0.348 0.575 -3.721
C 3.097 2.984 0.900
H -3.551 -0.285 5.198
C 1.772 1.086 1.153
H 0.463 -1.991 -1.001
C 1.539 -1.776 -0.788
H -2.270 -2.839 4.207
C -4.002 -0.040 -3.812
H 3.497 0.653 -2.261
H -4.973 0.265 -4.149
H 4.904 1.046 -0.229
H -3.273 1.697 -2.571
H -3.716 -2.103 -4.666
H 3.743 0.014 1.250
C -2.930 -1.849 0.026
H 1.141 -2.864 4.683
C 2.450 0.225 3.117
H -0.977 3.108 0.599
H 0.153 -5.637 1.904
H -0.834 1.961 -4.861
H 1.072 1.606 -6.788
H 0.634 0.977 4.159
H -5.437 -3.860 -1.094
H 1.171 3.712 1.445
P -0.517 0.421 -2.018
C 4.560 1.897 -0.840
H -1.636 2.559 -2.018
H 2.889 -0.140 -5.746
C -2.936 0.290 4.522
C 0.060 1.356 -4.833
C -4.109 -2.225 -0.588
C 1.965 0.226 -5.274
Si -0.337 -3.317 2.726
C 2.308 3.875 -1.841
H -2.366 -4.498 3.574
H 1.947 -0.853 -3.302
C -2.070 -2.815 0.655
C -3.331 -1.290 -4.090
H 1.814 4.314 -2.726
C 0.901 -2.341 3.746
N 0.667 1.170 2.009
H 3.321 4.305 -1.827
C -2.381 -4.206 0.418
H 5.200 3.066 0.833
C -4.472 -3.577 -0.653
C -1.314 2.176 0.115
C -3.598 -4.563 -0.154
C 1.168 0.762 3.250
Mn 2.237 0.214 -0.677
H -2.519 2.206 5.633
H 5.382 2.092 -1.552
C -1.680 -3.738 3.971
C 3.318 1.513 -1.609
```

Here are the Löwdin charges for atoms 1 to 6, given in e: atom 1 (H): 0.0935, atom 2 (H): 0.1015, atom 3 (H): 0.0928, atom 4 (C): -0.1909, atom 5 (C): -0.1255, atom 6 (C): -0.3865

Record 4
Density functional theory data (the ωB97M-V functional and the def2-TZVPD basis) for C38H35F5N11SSe2Sn as an isolated structure.

Properties
HOMO-LUMO gap = 6.22 eV
HOMO energy = -9.075 eV
relative energy (zero: lowest compared OMol25 entry of this formula, charge and spin) = 26.8 kcal per mole
largest force on an atom = 0.700 eV/A
charge = +1
E_LUMO = -2.86 eV
E_tot = -217308.7116 eV

```
93
C38H35F5N11SSe2Sn (the ωB97M-V functional and the def2-TZVPD basis)
C -1.706 3.641 3.131
H 1.649 4.410 -0.627
Se -2.463 -1.991 -0.533
H 5.378 -1.584 3.150
N -1.165 1.441 -2.083
N 1.322 -2.490 -0.864
C 2.982 0.218 -2.049
C 0.844 -3.301 -1.793
C 2.425 -2.841 -0.189
C -4.192 -2.120 -2.850
H 1.103 2.829 -1.211
F -5.561 -2.036 -4.769
H -4.084 -4.092 3.069
C -0.900 1.936 -3.285
C -3.193 -2.756 4.577
H 2.592 5.495 1.125
N 0.205 4.224 1.655
C 3.794 -0.172 2.765
H -0.072 -2.981 -2.278
H 3.070 -0.339 -1.134
C -5.745 -3.881 -3.324
C -5.339 -4.533 -2.172
C 4.096 0.480 -2.811
N -2.543 -2.702 2.487
H -2.242 4.545 2.840
H 2.127 0.998 2.046
N 5.803 -3.895 2.000
H -2.551 1.231 -0.584
C 2.591 -4.881 -1.458
H -1.966 3.403 4.162
F -3.653 -0.947 -3.208
H 3.110 -5.803 -1.680
H -2.534 -2.816 1.470
Sn -0.012 -0.224 -0.339
H -4.312 2.572 -1.709
H 4.084 0.541 3.524
C 4.063 -2.238 1.595
C -1.663 -0.941 5.448
H -3.831 3.468 -4.003
H 5.065 0.109 -2.509
N 0.343 1.785 -3.886
C -2.375 1.679 -1.558
C -3.356 2.411 -2.184
H -3.652 -2.947 5.531
H 0.192 5.888 0.378
H -0.016 4.194 -1.187
C 1.451 -4.507 -2.133
C -3.087 2.906 -3.456
H -0.241 6.211 2.040
C 1.579 1.328 -3.469
C 3.090 -4.048 -0.453
N 1.738 0.625 -2.348
C -1.853 2.664 -4.014
C 0.443 5.644 1.407
H 2.495 2.244 -5.194
F -6.685 -4.414 -4.099
C -3.762 -2.748 -1.688
C 4.497 -1.339 2.572
C 4.745 -3.491 1.341
H 2.109 5.908 2.771
H 0.116 4.660 3.674
H -2.038 2.822 2.493
H -2.103 -1.212 6.403
C 2.691 0.077 1.955
N 2.267 -0.764 1.026
C 0.813 3.715 -0.661
H 1.023 -5.133 -2.903
N 0.165 2.011 0.907
C -3.404 -3.316 3.369
C -0.199 3.857 3.009
H 0.387 2.236 -4.784
H -0.150 1.787 1.848
C -5.168 -2.669 -3.661
H 4.771 1.483 -4.600
H 2.016 7.124 1.492
C 2.665 1.653 -4.303
C -1.816 -1.769 3.122
C 0.372 3.278 0.708
C 2.922 -1.923 0.844
N -2.212 -1.793 4.417
H -1.614 3.022 -5.008
H -1.878 0.104 5.224
F -5.893 -5.699 -1.839
C 3.927 1.229 -3.972
F -4.000 -4.612 -0.258
S -0.605 -0.756 2.508
C 4.259 -4.391 0.329
C 1.878 6.066 1.717
Se 6.249 -5.476 1.364
N 4.931 -5.508 0.197
C -4.364 -3.965 -1.375
H 0.340 2.957 3.316
H -0.581 -1.061 5.486
```

Here are the Löwdin charges for atoms 1 to 6, given in e: atom 1 (C): -0.0590, atom 2 (H): 0.0813, atom 3 (Se): 0.6326, atom 4 (H): 0.1233, atom 5 (N): 0.0154, atom 6 (N): 0.0221